1.
Formula: C3H35O15
Source: the OMol25 dataset
Level of theory: ωB97M-V with the def2-TZVPD basis set

Geometry as XYZ:
```
53
Properties=species:S:1:pos:R:3
C 0.959 2.342 0.812
C 0.513 1.438 -0.340
C 1.200 0.098 -0.385
O -0.878 1.144 -0.172
H 2.065 2.443 0.816
H 0.762 1.908 1.791
H 0.478 3.324 0.888
H 0.717 1.979 -1.294
H 0.525 -0.553 -1.008
H 1.228 -0.431 0.607
H 2.288 0.089 -0.673
O -1.627 3.327 -1.824
H -1.742 4.044 -1.212
H -1.169 2.675 -1.325
O -1.446 0.085 -2.741
H -2.186 0.566 -3.170
H -1.209 0.495 -1.885
O 2.662 -0.441 2.829
H 1.933 0.036 3.189
H 2.432 -0.568 1.934
O 3.477 -2.510 -0.599
H 2.786 -3.045 -0.941
H 3.854 -2.969 0.128
O 0.117 -2.707 0.667
H -0.606 -3.329 0.538
H -0.014 -2.080 -0.009
O -1.888 2.768 1.746
H -1.442 2.360 1.012
H -1.264 2.969 2.409
O 3.356 -1.354 -3.133
H 3.467 -1.317 -2.186
H 2.488 -0.996 -3.241
O 1.110 0.056 -3.841
H 0.263 0.259 -3.433
H 0.802 -0.455 -4.627
O -1.216 -0.554 1.780
H -0.914 -1.371 1.366
H -0.996 0.151 1.081
O -3.626 1.982 -0.572
H -3.150 2.561 -1.210
H -3.027 1.383 -0.171
O -3.123 -1.021 -0.020
H -2.420 -0.658 0.503
H -3.044 -1.953 -0.081
O 0.246 -2.477 3.705
H 0.461 -2.207 2.807
H 0.307 -1.649 4.229
O -1.027 -2.387 -1.985
H -0.356 -2.770 -2.547
H -1.208 -1.460 -2.083
O 0.042 0.249 3.986
H -0.531 0.634 4.648
H -0.430 -0.104 3.233
```

The total energy comes out at -1263.9692 hartree. For the energy above the lowest of the compared OMol25 structures with the same formula, charge and spin, the calculation gives 33.29 kJ/mol. As for the largest force on an atom: 2.62 eV/A. The orbital gap is 9.005 eV. Its multiplicity is 1. As for the total charge: -1. The calculation puts the molar mass at 311.30 Da.


2.
Formula: C3H35O15Y
Source: the OMol25 dataset
Level of theory: ωB97M-V with the def2-TZVPD basis set

Geometry as XYZ:
```
54
Properties=species:S:1:pos:R:3
Y -3.187 1.993 0.546
C 0.304 -0.912 -0.929
C 0.103 0.186 0.141
C 1.388 1.025 0.268
O -1.098 0.965 0.128
H 0.282 -0.461 -1.921
H -0.559 -1.576 -0.985
H 1.093 -1.658 -0.843
H 0.150 -0.421 1.045
H 1.411 1.818 -0.480
H 2.190 0.297 0.149
H 1.548 1.486 1.243
O -2.036 2.580 2.562
H -1.368 1.982 2.897
H -2.299 3.097 3.324
O -0.730 2.551 -2.936
H -0.657 1.693 -2.518
H 0.016 2.590 -3.536
O -3.755 -0.049 -1.090
H -4.299 -0.225 -1.858
H -3.136 -0.778 -1.063
O 0.906 -1.559 3.344
H 0.250 -2.201 3.070
H 0.398 -0.852 3.742
O -1.438 3.678 0.017
H -1.135 4.559 -0.201
H -0.641 3.148 0.041
O 2.593 2.472 -2.979
H 2.285 3.325 -3.285
H 2.189 1.843 -3.578
O -0.218 1.263 3.886
H 0.723 1.418 3.965
H -0.549 1.335 4.781
O 4.608 1.941 -1.092
H 4.421 1.814 -0.161
H 3.764 2.177 -1.477
O -2.362 -2.700 1.028
H -3.245 -2.898 1.340
H -2.347 -3.025 0.128
O 3.999 -2.422 -1.605
H 3.301 -3.023 -1.864
H 4.204 -2.666 -0.702
O 4.886 0.409 1.396
H 5.632 0.240 1.972
H 4.270 -0.297 1.588
O -3.144 -0.123 1.817
H -2.539 -0.855 1.700
H -3.623 -0.333 2.619
O -0.636 -4.594 -2.434
H -0.887 -5.518 -2.447
H -1.445 -4.130 -2.218
O -2.945 -2.779 -1.891
H -2.904 -2.508 -2.809
H -3.732 -3.321 -1.836
```

The total energy comes out at -1301.1950 hartree. As for the largest force on an atom: 6.31 eV/A. The orbital gap (spin up / spin down) is 7.366 / 3.088 eV. Its multiplicity is 2. The expectation value of S² is 0.754. As for the total charge: +3. The calculation puts the molar mass at 400.20 Da.


3.
Formula: C3H36NO16
Source: the OMol25 dataset
Level of theory: ωB97M-V with the def2-TZVPD basis set

Geometry as XYZ:
```
56
Properties=species:S:1:pos:R:3
O -2.119 -0.652 0.931
C -1.531 0.339 0.703
C -0.075 0.448 0.753
C 0.642 1.156 -0.489
O 1.916 0.886 -0.453
N 0.634 -0.903 0.914
H -2.012 1.265 0.192
H 0.323 1.176 1.662
H 0.584 2.318 -0.335
H 0.295 0.996 -1.568
H 2.377 0.513 -1.260
H 0.787 -1.386 0.053
H 1.520 -0.733 1.292
H 0.076 -1.417 1.625
H -1.990 -1.814 -3.658
H -2.245 -1.675 -2.121
O -1.803 -1.404 -2.897
H 3.554 -0.005 -3.117
H 1.999 -0.384 -3.176
O 2.664 0.237 -2.812
H 3.496 0.124 2.126
H 3.043 -0.871 3.192
O 2.988 -0.772 2.225
H 1.011 -3.077 -1.580
H 1.909 -3.865 -0.633
O 1.501 -2.934 -0.845
H 0.782 -0.705 -4.824
H 0.128 -0.305 -3.555
O 0.682 -0.932 -3.927
H 3.466 1.952 0.920
H 2.887 2.312 2.343
O 3.575 1.759 1.919
H -1.645 0.400 -3.388
H -1.532 1.596 -4.230
O -1.048 1.040 -3.624
H 2.072 4.724 -1.776
H 1.674 3.409 -2.585
O 1.375 4.156 -2.054
H -2.585 -0.587 5.017
H -2.663 -0.258 3.474
O -2.097 -0.490 4.197
H 0.290 -3.854 2.676
H 0.214 -3.357 4.100
O 0.395 -3.078 3.213
H -1.249 2.566 -1.283
H -1.324 4.086 -1.136
O -1.593 3.278 -0.662
H -3.774 -1.910 -0.326
H -4.264 -2.782 -1.471
O -3.606 -2.189 -1.202
H -3.841 -3.458 1.874
H -2.643 -2.450 2.235
O -3.514 -2.516 1.850
H -0.123 3.465 2.608
H 1.040 3.701 3.520
O 0.649 2.982 3.004
```

The total energy comes out at -1393.7651 hartree. As for the largest force on an atom: 5.93 eV/A. The orbital gap (spin up / spin down) is 10.134 / 4.212 eV. Its multiplicity is 2. The expectation value of S² is 0.756. As for the total charge: +2. The calculation puts the molar mass at 342.31 Da.